i | Formula: C6H11N
Source: OMol25
Level of theory: ωB97M-V/def2-TZVPD

Values from the calculation:
- orbital gap (eV) = 9.96
- LUMO (eV) = 1.09
- SMILES = C=CC(=C)CCN
- HOMO level (Eh) = -0.3257

```
18
C6H11N, DFT ωB97M-V/def2-TZVPD
C -0.608 0.511 1.452
C -1.072 0.395 -0.002
C 0.104 0.069 -0.913
C 0.533 0.941 -1.815
C 0.128 -2.397 -0.730
C 0.764 -1.242 -0.723
N 0.503 1.478 1.569
H -1.431 0.905 2.052
H -0.288 -0.451 1.845
H -1.474 1.364 -0.290
H -1.784 -0.421 -0.122
H 0.001 1.835 -2.103
H 1.423 0.729 -2.397
H 0.659 -3.313 -0.522
H -0.937 -2.445 -0.909
H 1.838 -1.191 -0.579
H 1.353 1.053 1.918
H 0.290 2.180 2.268
```



ii | Formula: C6H11N
Source: OMol25
Level of theory: ωB97M-V/def2-TZVPD

Values from the calculation:
- orbital gap (eV) = 9.31
- LUMO (eV) = 1.02
- SMILES = C=C/C=C/CCN
- HOMO level (Eh) = -0.3046

```
18
C6H11N, DFT ωB97M-V/def2-TZVPD
C -2.171 0.316 0.235
C -1.148 -0.203 1.255
C 0.061 -0.832 0.644
C 0.931 -0.259 -0.193
C 2.081 -0.950 -0.745
C 3.163 -0.370 -1.276
N -1.652 1.539 -0.369
H -2.397 -0.420 -0.536
H -3.133 0.533 0.719
H -0.931 0.634 1.920
H -1.720 -0.895 1.879
H 0.300 -1.803 1.079
H 0.941 0.804 -0.183
H 2.209 -2.006 -0.509
H 3.371 0.689 -1.185
H 3.873 -0.980 -1.820
H -2.146 1.886 -1.181
H -1.632 2.316 0.265
```



iii | Formula: C6H11N
Source: OMol25
Level of theory: ωB97M-V/def2-TZVPD

Values from the calculation:
- orbital gap (eV) = 12.27
- LUMO (eV) = 0.92
- SMILES = CCC[C@@H](C)C#N
- HOMO level (Eh) = -0.4172

```
18
C6H11N, DFT ωB97M-V/def2-TZVPD
C -2.461 -0.265 -0.982
C -1.401 0.183 0.020
C 0.027 -0.100 -0.453
C 1.057 -0.115 0.690
C 2.497 -0.276 0.188
C 0.939 1.099 1.517
N 0.841 2.054 2.163
H -3.467 -0.020 -0.627
H -2.324 0.217 -1.957
H -2.416 -1.349 -1.137
H -1.506 1.255 0.226
H -1.573 -0.327 0.978
H 0.075 -1.082 -0.942
H 0.331 0.640 -1.206
H 0.813 -0.959 1.349
H 2.574 -1.175 -0.432
H 2.794 0.587 -0.417
H 3.199 -0.368 1.022
```



iv | Formula: C6H11N
Source: OMol25
Level of theory: ωB97M-V/def2-TZVPD

Values from the calculation:
- orbital gap (eV) = 7.88
- LUMO (eV) = 0.93
- HOMO level (Eh) = -0.2554

```
18
C6H11N, DFT ωB97M-V/def2-TZVPD
C -0.457 1.795 -0.925
C 1.512 -1.626 -0.443
C -0.262 0.345 -0.634
C 0.752 -0.449 0.097
N -1.979 -0.272 1.055
C -1.023 -0.597 0.062
C 1.243 0.445 1.031
H -2.601 -1.032 1.290
H -2.531 0.546 0.839
H -1.124 -1.594 -0.360
H -1.206 1.894 -1.717
H -0.833 2.382 -0.080
H 0.491 2.248 -1.215
H 2.523 -1.319 -0.718
H 1.030 -2.038 -1.331
H 1.585 -2.416 0.308
H 0.579 1.019 1.658
H 2.303 0.666 1.082
```



Which structure is most stable, and how do the rest compare? From most to least stable: iii, i, ii, iv.